A structure of composition C44H35BrN7O2ReS, computed with the ωB97M-V functional and the def2-TZVPD basis.

Last column: Mulliken charge in e.
Element x y z (Å)
Re (-0.22, 0.33, -1.12)  1.551
Br (-3.57, -6.03, -3.21)  -0.157
C (-2.42, -4.61, -2.74)  -0.394
C (-1.27, -4.87, -1.99)  -0.483
C (-0.41, -3.86, -1.64)  -0.458
C (-0.69, -2.53, -2.00)  0.041
O (0.15, -1.58, -1.70)  -0.536
C (-1.86, -2.27, -2.75)  -0.046
C (-2.16, -0.96, -3.18)  0.053
N (-1.65, 0.15, -2.73)  0.263
C (-2.13, 1.36, -3.29)  0.324
C (-3.33, 1.58, -3.91)  -0.567
C (-3.59, 2.85, -4.47)  -1.024
C (-2.67, 3.86, -4.42)  -0.842
C (-1.44, 3.65, -3.75)  0.757
C (-0.41, 4.62, -3.63)  -0.717
C (0.72, 4.29, -2.95)  -1.503
C (0.83, 3.04, -2.33)  0.430
N (-0.10, 2.12, -2.41)  0.158
C (-1.21, 2.41, -3.15)  0.161
C (-2.71, -3.33, -3.14)  -0.882
H (-1.05, -5.89, -1.70)  0.504
H (0.49, -4.06, -1.07)  0.541
H (-2.91, -0.88, -3.96)  0.582
H (-4.09, 0.82, -3.97)  0.548
H (-4.54, 3.02, -4.96)  0.417
H (-2.87, 4.82, -4.87)  0.443
H (-0.54, 5.60, -4.08)  0.475
H (1.54, 4.99, -2.84)  0.518
H (1.71, 2.81, -1.75)  0.507
H (-3.59, -3.13, -3.74)  0.564
C (-5.31, -0.92, 1.67)  -1.086
C (-4.58, -1.95, 0.82)  -0.843
N (-3.24, -2.25, 1.34)  0.299
C (-3.16, -3.36, 2.29)  -0.701
C (-2.81, -4.67, 1.60)  -0.931
C (-2.15, -1.58, 0.96)  0.417
S (-2.37, -0.23, -0.09)  -0.526
N (-1.00, -2.04, 1.49)  -0.067
C (0.17, -1.46, 1.35)  0.168
O (0.48, -0.49, 0.58)  -0.567
C (1.30, -2.00, 2.16)  -0.024
C (1.06, -2.81, 3.26)  -0.235
C (2.12, -3.30, 4.01)  -0.704
C (3.42, -2.99, 3.64)  -0.532
C (3.67, -2.18, 2.53)  -0.702
C (2.61, -1.69, 1.79)  -0.133
H (-6.32, -0.77, 1.28)  0.412
H (-4.78, 0.03, 1.66)  0.253
H (-5.40, -1.26, 2.70)  0.343
H (-4.49, -1.62, -0.21)  0.388
H (-5.12, -2.90, 0.80)  0.543
H (-4.13, -3.42, 2.78)  0.476
H (-2.43, -3.11, 3.06)  0.333
H (-3.55, -4.91, 0.83)  0.306
H (-2.80, -5.48, 2.32)  0.434
H (-1.83, -4.60, 1.13)  0.140
H (0.04, -3.05, 3.53)  0.415
H (1.93, -3.92, 4.87)  0.440
H (4.25, -3.37, 4.22)  0.409
H (4.68, -1.95, 2.24)  0.478
H (2.79, -1.07, 0.92)  0.395
N (7.10, 4.27, 4.89)  -0.503
C (6.29, 3.90, 4.16)  -0.199
C (5.27, 3.43, 3.26)  0.689
C (5.18, 3.98, 1.98)  -1.043
C (4.20, 3.52, 1.11)  0.198
C (3.32, 2.53, 1.52)  -0.975
C (3.41, 1.99, 2.80)  -0.005
C (4.39, 2.43, 3.67)  -0.982
C (2.26, 2.01, 0.60)  2.072
C (2.71, 1.17, -0.43)  -0.787
C (4.05, 0.82, -0.73)  -0.185
C (4.02, -0.02, -1.82)  -1.694
C (2.66, -0.19, -2.15)  -0.709
N (1.88, 0.52, -1.34)  0.931
C (0.96, 2.42, 0.86)  -0.479
C (0.58, 3.43, 1.79)  -0.662
C (-0.78, 3.61, 1.67)  -1.666
C (-1.21, 2.69, 0.70)  -0.467
N (-0.20, 1.99, 0.21)  1.132
H (5.86, 4.76, 1.68)  0.470
H (4.13, 3.94, 0.12)  0.518
H (2.72, 1.21, 3.10)  0.636
H (4.48, 2.01, 4.66)  0.482
H (4.92, 1.16, -0.19)  0.651
H (4.85, -0.48, -2.32)  0.496
H (2.23, -0.82, -2.92)  0.566
H (1.26, 3.96, 2.43)  0.638
H (-1.40, 4.30, 2.22)  0.501
H (-2.22, 2.51, 0.36)  0.551

* calculated total energy: -143727.285 eV
* F_max: 0.006 Eh/bohr
* charge: +1
* multiplicity: 2
* expectation value of S²: 0.76

A structure of composition C44H35MnNP2S3Sb, computed with the ωB97M-V functional and the def2-TZVPD basis.

Last column: Mulliken charge in e.
Element x y z (Å)
Mn (-0.01, -1.78, 0.31)  -0.933
S (-1.97, -2.98, 0.70)  -0.670
P (-2.52, -1.02, 0.38)  1.561
C (-1.16, -0.21, 1.00)  -0.310
P (-0.86, 1.51, 0.95)  1.192
S (0.93, 2.16, 1.47)  -0.425
C (-1.35, 2.20, -0.67)  0.015
C (-0.36, 2.40, -1.63)  -0.591
C (-0.69, 2.87, -2.89)  -0.690
C (-2.01, 3.16, -3.21)  -0.632
C (-3.01, 2.95, -2.26)  -0.945
C (-2.68, 2.46, -1.01)  0.354
C (-1.98, 2.26, 2.19)  0.045
C (-1.98, 1.67, 3.46)  -0.524
C (-2.69, 2.24, 4.50)  -0.457
C (-3.40, 3.42, 4.30)  -0.562
C (-3.38, 4.03, 3.06)  -0.762
C (-2.66, 3.46, 2.01)  -0.216
C (-2.86, -0.87, -1.42)  0.769
C (-1.84, -1.17, -2.33)  -0.396
C (-2.02, -1.02, -3.69)  -0.901
C (-3.24, -0.56, -4.19)  -0.500
C (-4.26, -0.26, -3.30)  -0.768
C (-4.06, -0.40, -1.93)  -0.247
C (-4.22, -0.91, 1.07)  0.261
C (-5.16, -1.86, 0.63)  -0.572
C (-6.43, -1.90, 1.19)  -0.698
C (-6.78, -1.01, 2.20)  -0.462
C (-5.85, -0.09, 2.65)  -0.683
C (-4.58, -0.05, 2.09)  0.158
H (0.67, 2.19, -1.36)  0.363
H (0.09, 3.01, -3.63)  0.437
H (-2.27, 3.54, -4.19)  0.356
H (-4.04, 3.16, -2.51)  0.409
H (-3.47, 2.27, -0.29)  0.506
H (-1.42, 0.76, 3.61)  0.339
H (-2.68, 1.77, 5.48)  0.398
H (-3.97, 3.86, 5.11)  0.373
H (-3.91, 4.96, 2.90)  0.415
H (-2.62, 3.97, 1.05)  0.500
H (-0.87, -1.53, -2.00)  0.268
H (-1.21, -1.25, -4.37)  0.495
H (-3.39, -0.44, -5.25)  0.383
H (-5.22, 0.10, -3.67)  0.407
H (-4.87, -0.12, -1.26)  0.384
H (-4.89, -2.57, -0.13)  0.390
H (-7.14, -2.64, 0.84)  0.389
H (-7.77, -1.05, 2.64)  0.365
H (-6.10, 0.60, 3.45)  0.455
H (-3.86, 0.67, 2.46)  0.277
S (1.63, -0.48, -0.53)  -0.221
Sb (3.66, -1.69, -0.41)  1.164
C (4.89, -0.03, 0.16)  0.382
C (5.72, -0.12, 1.27)  -0.341
C (6.36, 1.01, 1.78)  -0.623
C (6.15, 2.25, 1.19)  -0.371
C (5.33, 2.35, 0.08)  -0.763
C (4.71, 1.22, -0.43)  0.073
C (3.33, -2.32, 1.71)  0.098
C (2.55, -1.54, 2.57)  -0.230
C (2.38, -1.93, 3.89)  -0.744
C (2.98, -3.09, 4.36)  -0.425
C (3.76, -3.87, 3.51)  -0.486
C (3.93, -3.48, 2.18)  -0.661
C (4.07, -1.49, -2.61)  0.443
C (3.49, -0.51, -3.41)  -0.077
C (3.76, -0.45, -4.77)  -0.828
C (4.61, -1.39, -5.35)  -0.360
C (5.17, -2.39, -4.57)  -0.561
C (4.90, -2.44, -3.20)  -0.609
H (5.88, -1.07, 1.76)  0.360
H (7.00, 0.92, 2.64)  0.373
H (6.61, 3.13, 1.61)  0.360
H (5.14, 3.31, -0.38)  0.369
H (4.05, 1.32, -1.29)  0.054
H (2.11, -0.62, 2.21)  0.578
H (1.78, -1.33, 4.55)  0.408
H (2.85, -3.40, 5.39)  0.361
H (4.22, -4.78, 3.87)  0.370
H (4.51, -4.10, 1.51)  0.326
H (2.80, 0.20, -2.97)  0.236
H (3.31, 0.32, -5.38)  0.383
H (4.82, -1.35, -6.41)  0.362
H (5.82, -3.13, -5.02)  0.357
H (5.34, -3.23, -2.60)  0.290
N (1.46, -4.35, -0.92)  -0.762
C (0.92, -3.43, -0.46)  0.400

* ΔE to the lowest compared entry with this formula, charge and spin: 106.58 kJ/mol
* F_max: 0.014 Eh/bohr
* charge: -1
* multiplicity: 6
* expectation value of S²: 8.87